A structure of composition C16H31CdNP2S in a non-equilibrium geometry, computed with wB97M-V/def2-TZVPD.

Properties
**Total charge**: 0
**Spin multiplicity**: 1
**E_tot**: -52550.6731 eV
**ΔE to the lowest compared entry with this formula, charge and spin**: 3.052 eV
**HOMO (alpha / beta)**: -5.914 / -6.639 eV
**HOMO-LUMO gap (alpha / beta)**: 5.35 / 6.05 eV

Each line ends with the natural charge from an NBO analysis.
Cartesian coordinates (Å):
P: 1.4149 1.6200 1.6304  0.853
P: 1.7296 -2.9421 0.2998  0.980
C: 0.3075 0.1140 1.1310  -0.838
C: 0.6567 -1.3557 1.2712  -0.607
H: -0.3582 0.1851 0.2616  0.241
H: -0.5222 0.3509 1.8438  0.255
H: 1.3734 -1.4548 2.0803  0.223
H: -0.2566 -2.0079 1.4232  0.223
C: 0.9643 -3.1736 -1.3740  -0.980
H: 1.4090 -4.1197 -1.7983  0.248
H: 1.0753 -2.2800 -2.0147  0.234
H: -0.1027 -3.3935 -1.2299  0.232
C: 0.5391 -4.2400 1.0093  -0.949
H: -0.1623 -4.5869 0.2386  0.217
H: -0.0595 -3.8401 1.8455  0.235
H: 1.1484 -5.1143 1.3086  0.239
C: 1.2374 3.1639 0.5710  -0.941
H: 2.0157 3.8875 0.8555  0.250
H: 0.3338 3.7103 0.7794  0.203
H: 1.3547 3.1129 -0.5047  0.212
C: 0.3277 2.3639 2.8907  -0.977
H: -0.2593 1.6146 3.4411  0.224
H: -0.3591 3.1340 2.5333  0.198
H: 1.0138 2.8570 3.5842  0.239
Cd: 0.6383 0.9272 -1.3583  1.169
C: -2.0284 -0.8242 -0.7263  -0.201
C: -1.2280 -0.5145 -1.8114  -0.411
C: -1.7579 0.3742 -2.9306  -0.456
C: -2.0266 1.8026 -2.4156  -0.435
C: -1.0761 2.1712 -1.2459  -0.557
C: -1.5778 2.1300 0.0504  -0.167
C: -2.7236 1.4040 0.5886  -0.452
C: -3.1156 0.0107 -0.1824  -0.462
C: 2.9650 0.5882 -0.1514  -1.130
H: -2.0159 -1.8423 -0.3041  0.206
H: -0.5623 -1.2960 -2.1514  0.226
H: -2.7013 0.0043 -3.3718  0.212
H: -1.0116 0.4270 -3.7457  0.214
H: -1.7592 2.5622 -3.1884  0.219
H: -3.0957 2.0226 -2.1578  0.207
H: -0.3838 2.9851 -1.5814  0.238
H: -1.2582 2.8504 0.7812  0.202
H: -3.6437 2.0476 0.5040  0.226
H: -2.6781 1.1999 1.7069  0.223
H: -3.6980 -0.5730 0.5808  0.221
H: -3.8521 0.2902 -0.9622  0.215
H: 2.6485 -0.2312 0.5014  0.164
H: 3.4462 1.3801 0.4877  0.210
H: 3.7545 0.1180 -0.8200  0.204
S: 3.7371 -2.7387 -0.6052  -0.020
C: 4.7202 -2.4696 0.7606  0.049
N: 5.4630 -2.4117 1.6714  -0.330

Forces on the atoms, in the same order (eV/Å):
P -0.2 -0.2 0.6
P -3.7 1.4 0.8
C -1.9 1.0 0.0
C 0.9 -1.8 0.2
H 0.4 0.1 0.4
H 0.6 -0.8 0.0
H -0.4 -0.2 0.8
H 1.0 1.2 0.0
C 0.4 -0.2 -0.4
H -0.3 1.1 0.1
H 0.3 -0.8 0.1
H 0.4 0.4 -0.1
C 0.3 -0.9 0.4
H 0.2 0.1 0.3
H 0.6 -0.4 -0.1
H -0.5 0.4 0.2
C 0.7 0.5 -0.2
H 0.2 -0.5 0.3
H -0.4 0.0 0.0
H 0.2 -0.3 0.0
C -0.6 0.1 0.9
H 0.3 0.2 0.1
H -0.1 -0.1 0.0
H -0.2 0.0 0.2
Cd 4.2 -1.2 0.3
C 0.6 -0.6 -0.8
C -2.0 -1.3 -0.5
C -0.3 0.9 -0.2
C 0.4 0.9 -0.3
C -2.5 1.8 -0.7
C 0.5 1.3 -0.2
C -2.1 -2.1 -0.2
C -1.4 1.4 1.4
C 1.0 -0.7 -1.4
H 0.7 0.6 0.0
H -0.2 -0.2 0.0
H 0.4 -0.3 0.2
H -0.3 -0.1 0.3
H -0.4 -0.7 0.2
H 0.9 -0.5 -0.1
H -0.9 -0.2 1.0
H 0.6 0.1 0.0
H 0.6 -0.3 0.0
H 0.4 0.2 -1.4
H 0.5 0.4 -0.8
H 0.4 -0.2 0.2
H 0.3 0.2 -0.1
H -0.4 -0.7 -1.1
H -1.0 0.8 0.4
S 1.9 0.2 -0.5
C 1.2 -0.4 1.5
N -1.7 0.1 -2.0



A cluster of 2 separate species, C7H11NO in total in a non-equilibrium geometry, computed with wB97M-V/def2-TZVPD.

Properties
**Total charge**: 0
**SMILES string**: CC#[N+][O-].C=C=C(C)C
**Spin multiplicity**: 1
**E_tot**: -10969.2638 eV
**ΔE to the lowest compared entry with this formula, charge and spin**: 6.012 eV
**HOMO**: -8.746 eV
**HOMO-LUMO gap**: 9.41 eV

Each line ends with the natural charge from an NBO analysis.
Cartesian coordinates (Å):
C: 0.6115 -1.2451 -0.0684  0.080
C: 0.8875 1.7696 0.2045  0.180
C: 1.6333 -1.3889 -0.7747  -0.474
C: -0.5770 -1.0136 0.3513  -0.078
C: 0.7187 2.3170 -1.1601  -0.703
C: -1.0676 -0.9296 1.7831  -0.650
C: -1.7125 -0.8438 -0.6632  -0.617
N: 1.2270 1.1129 1.0805  0.203
O: 1.4132 0.6465 2.1319  -0.429
H: 2.2249 -0.4978 -1.0206  0.194
H: 2.0393 -2.2757 -1.0214  0.209
H: -0.2921 2.8542 -1.1203  0.252
H: 0.8237 1.3743 -1.8024  0.259
H: 1.4842 3.1322 -1.4261  0.250
H: -1.5493 -1.9623 2.0358  0.216
H: -1.8599 -0.1451 1.9254  0.213
H: -0.2068 -0.6825 2.4390  0.254
H: -1.3205 -1.0992 -1.6614  0.218
H: -1.9062 0.2490 -0.8860  0.206
H: -2.5712 -1.3721 -0.3469  0.216

Forces on the atoms, in the same order (eV/Å):
C -2.8 -0.1 1.1
C 0.5 1.1 -1.8
C 2.7 2.8 -0.9
C -2.6 0.3 0.7
C -0.2 0.3 0.2
C -0.2 -1.0 0.6
C 2.3 1.9 -1.4
N -0.8 2.3 -1.2
O 1.3 -2.0 3.1
H 0.0 -0.3 -0.1
H 1.3 -3.0 -0.9
H 1.2 -1.1 -0.8
H -0.6 1.8 0.2
H -0.9 -1.5 0.5
H 0.8 1.8 -0.1
H 0.7 -0.7 -0.3
H -0.9 -0.5 -0.1
H -0.5 -0.7 0.3
H -0.3 -0.9 1.0
H -1.0 -0.5 0.0



A structure of composition C3H3GdO2 in a non-equilibrium geometry, computed with wB97M-V/def2-TZVPD.

Properties
**Total charge**: +2
**Spin multiplicity**: 8
**E_tot**: -28068.7350 eV
**ΔE to the lowest compared entry with this formula, charge and spin**: 0.544 eV
**HOMO (alpha / beta)**: -19.334 / -17.281 eV
**HOMO-LUMO gap (alpha / beta)**: 8.91 / 4.12 eV
**Expectation value of S²**: 16.398

Each line ends with the Mulliken spin population.
Cartesian coordinates (Å):
C: -0.7621 -0.4536 0.0545  0.279
C: -1.4385 0.7070 0.0915  0.154
H: -2.4192 0.8027 -0.3761  0.025
H: -1.2286 -1.4135 -0.1704  0.020
H: -1.0337 1.5716 0.6193  0.019
O: 1.4458 -1.3844 0.1850  0.041
C: 0.6986 -0.3893 -0.0843  0.133
O: 1.2610 0.7582 -0.1954  -0.011
Gd: 3.4768 -0.1987 -0.1243  6.340

Forces on the atoms, in the same order (eV/Å):
C 0.0 -1.0 -1.7
C -0.5 0.7 0.6
H -0.1 -0.1 0.4
H 0.1 0.1 0.2
H 0.0 0.1 -0.5
O 0.4 -0.3 -0.6
C 1.5 1.3 2.1
O 1.0 -0.7 -0.4
Gd -2.3 0.0 0.0



- Which formula does entry 3 have?
  C3H3GdO2



- Which formula does entry 1 have?
  C16H31CdNP2S